## a
A molecular structure, C2H3N3O3, computed with ωB97M-V/def2-TZVPD.

The calculation puts the orbital gap at 9.3 eV. The calculation puts the molar mass at 117.1 g/mol. As for the HOMO energy: -9.159 eV.

Each line ends with the Mulliken charge.
CARTESIAN COORDINATES (ANGSTROEM)
C -0.763 0.396 0.033  0.664
C 1.326 -0.130 0.004  0.490
H -3.276 -0.814 0.805  0.236
H -1.749 -1.759 -0.170  0.328
H 3.164 -0.895 0.431  0.397
N -2.649 -0.806 -0.022  -0.484
N -1.937 0.487 -0.095  -0.248
N 1.514 1.121 -0.063  -0.312
O 0.143 1.438 0.079  -0.211
O 2.188 -1.199 0.005  -0.519
O 0.167 -0.706 -0.088  -0.340

=====

## b
2 unconnected molecules or ions with the total composition C2H3N3O3, computed with ωB97M-V/def2-TZVPD.

The calculation puts the orbital gap (spin up / spin down) at 5.4 / 5.4 eV. The calculation puts the molar mass at 117.1 g/mol. As for the HOMO energy (spin up / spin down): -8.540 / -8.541 eV.

Each line ends with the Mulliken charge.
CARTESIAN COORDINATES (ANGSTROEM)
C 0.633 0.995 -1.177  0.210
C 0.064 -0.120 -0.573  0.447
N 0.913 1.887 -1.814  -0.282
N -1.062 -0.742 -0.870  -0.245
N 0.740 -0.778 0.523  0.972
O 0.114 -1.690 1.063  -0.632
O 1.870 -0.408 0.748  -0.517
O -0.247 1.048 1.879  -0.677
H -1.622 -0.398 -1.622  0.243
H -1.146 -1.655 -0.541  0.238
H -0.257 1.861 2.385  0.242

=====

Quick one: most stable of them? a

=====

## a
2 unconnected molecules or ions with the total composition C8H14N3, computed with ωB97M-V/def2-TZVPD.

As for the total charge: +1. The calculation puts the orbital gap (spin up / spin down) at 8.5 / 8.5 eV. The calculation puts the molar mass at 152.2 g/mol. As for the HOMO energy (spin up / spin down): -12.676 / -12.677 eV.

Each line ends with the Mulliken charge.
CARTESIAN COORDINATES (ANGSTROEM)
C 0.909 -1.874 1.150  -0.532
C 0.628 -3.189 -0.586  -0.242
C 0.112 -1.118 0.085  0.358
C -0.412 1.053 1.362  -0.795
C 0.878 1.304 0.635  -0.061
C -0.264 0.192 0.165  0.525
C -1.890 2.402 -1.302  -1.524
C -1.503 0.968 -1.456  -0.327
N 1.178 -3.177 0.541  -0.470
N 0.045 -1.961 -0.949  -0.119
N 1.989 0.804 1.280  -0.556
H 0.587 -2.108 2.128  0.352
H 0.714 -4.084 -1.169  0.423
H -0.371 0.421 2.307  0.222
H -1.100 1.892 1.352  0.200
H 0.853 2.061 -0.124  0.393
H -1.008 2.947 -1.548  0.388
H -2.381 2.569 -0.440  0.431
H -2.440 2.604 -2.133  0.462
H -0.841 0.632 -2.333  0.314
H -2.228 0.248 -1.348  0.461
H -0.246 -1.862 -1.900  0.200
H 2.791 0.506 0.716  0.272
H 2.037 -1.569 1.403  0.313
H 1.960 0.340 2.166  0.313

=====

## b
A gas-phase ion, C8H14N3 (charge +1), computed with ωB97M-V/def2-TZVPD.

As for the total charge: +1. The calculation puts the orbital gap at 8.0 eV. The calculation puts the molar mass at 152.2 g/mol. As for the HOMO energy: -13.846 eV.

Each line ends with the Mulliken charge.
CARTESIAN COORDINATES (ANGSTROEM)
C 0.017 -2.594 0.014  0.102
C 2.048 -1.978 0.063  -0.260
C -1.607 0.471 0.487  -0.860
C -0.850 -0.690 1.309  -0.834
C -0.516 1.418 0.072  0.841
C 0.299 1.034 -1.018  -0.137
C 0.104 2.268 1.179  -1.519
C 0.222 0.132 -2.215  -1.211
N 1.214 -3.015 -0.247  -0.557
N 0.070 -1.337 0.514  0.466
N 1.408 -0.951 0.507  -0.588
H -0.818 -3.211 -0.137  0.458
H 3.053 -2.038 -0.166  0.470
H -2.173 0.061 -0.418  0.334
H -2.299 0.975 1.088  0.474
H -0.273 -0.101 2.057  0.401
H -1.664 -1.419 1.547  0.417
H -1.230 2.231 -0.587  0.351
H 1.262 1.568 -0.826  0.341
H 0.776 3.059 0.623  0.348
H 0.772 1.695 1.762  0.461
H -0.607 2.608 1.892  0.408
H 0.003 0.675 -3.210  0.375
H -0.439 -0.568 -1.909  0.388
H 1.228 -0.291 -2.382  0.329

=====

Quick one: most stable of them? b

=====

## a
A single C6H8S molecule, computed with ωB97M-V/def2-TZVPD.

The calculation puts the orbital gap at 7.5 eV. As for the SMILES: C=C/C(C)=C\C=S. The calculation puts the molar mass at 112.2 g/mol. As for the HOMO energy: -8.423 eV.

Each line ends with the Mulliken charge.
CARTESIAN COORDINATES (ANGSTROEM)
C -1.121 1.971 -0.321  -0.850
C -0.712 0.745 -0.481  -0.223
C 0.039 -0.195 0.360  1.286
C 0.050 0.082 1.819  -1.354
C 0.635 -1.275 -0.179  -0.462
C 0.991 -1.503 -1.540  -0.396
S 1.028 -0.580 -2.892  -0.276
H -1.801 2.424 -1.067  0.249
H -0.973 2.569 0.602  0.269
H -0.728 0.377 -1.480  0.175
H -0.791 0.436 2.411  0.387
H 0.949 0.607 1.838  0.367
H 0.228 -0.953 2.167  0.339
H 1.056 -2.078 0.419  0.249
H 1.151 -2.627 -1.658  0.240

=====

## b
A single C6H8S molecule, computed with ωB97M-V/def2-TZVPD.

The calculation puts the orbital gap (spin up / spin down) at 8.4 / 8.1 eV. The calculation puts the molar mass at 112.2 g/mol. As for the HOMO energy (spin up / spin down): -8.069 / -7.947 eV.

Each line ends with the Mulliken charge.
CARTESIAN COORDINATES (ANGSTROEM)
C -0.879 -0.305 0.703  0.064
C -1.128 1.904 -0.440  -0.563
C 0.013 -0.563 -0.440  -0.428
C 0.145 1.800 -0.985  -0.214
C 0.944 0.568 -0.945  -0.543
C -1.253 -1.148 1.644  -0.648
S -0.380 -2.585 2.210  -0.200
H 0.608 -1.468 -0.298  0.368
H -0.601 -0.931 -1.247  0.248
H 0.579 2.480 -1.619  0.504
H 0.243 2.268 0.063  0.274
H 1.766 0.822 -0.337  0.332
H 1.232 0.197 -1.972  0.277
H -1.952 -0.693 2.250  0.412
H 0.664 -2.345 1.411  0.117

=====

Quick one: most stable of them? a